No. 1
A cluster of 2 separate species, C3H5NO4 in total. Source: the Open Molecules 2025 dataset; level of theory: ωB97M-V/def2-TZVPD.

Each line ends with the Löwdin charge.
Element x y z (Å)
1 C -0.447 0.564 -0.525  -0.11
2 C 1.016 -0.453 -1.656  -0.07
3 C 0.200 -0.815 -0.435  -0.34
4 N 0.064 0.528 2.250  -0.10
5 O 0.052 1.670 2.541  0.06
6 O -1.190 -0.067 2.046  0.00
7 O 0.406 0.859 -1.644  -0.10
8 O 0.075 -1.820 0.198  0.11
9 H -1.511 0.633 -0.804  0.14
10 H -0.459 1.263 0.279  0.08
11 H 2.096 -0.327 -1.503  0.14
12 H 0.681 -1.100 -2.462  0.13
13 H -0.985 -0.934 1.716  0.05

Computed properties:
Molecular weight   119.08 g/mol
SMILES   O=C1COC1.O=NO
Charge   0
Lowest unoccupied orbital energy   -0.014 eV

No. 2
A structure of composition C3H5NO4. Source: the Open Molecules 2025 dataset; level of theory: ωB97M-V/def2-TZVPD.

Each line ends with the Löwdin charge.
Element x y z (Å)
1 C -0.949 -1.277 -1.353  -0.15
2 C 0.376 0.755 -0.020  -0.45
3 O -0.925 -0.422 -0.259  -0.14
4 O 1.423 0.180 -0.648  0.12
5 O 0.093 1.910 -0.139  0.17
6 H 1.858 0.843 -1.207  0.15
7 H -1.165 -2.308 -1.045  0.09
8 H -1.764 -0.990 -2.033  0.08
9 H -0.029 -1.337 -1.944  0.08
10 N 0.486 1.217 2.637  0.21
11 C 0.282 0.209 1.923  -0.39
12 O -0.290 -0.867 1.959  0.16
13 H 0.604 2.086 2.130  0.07

Computed properties:
Molecular weight   119.08 g/mol
Charge   0
Lowest unoccupied orbital energy   -2.772 eV

No. 3
A structure of composition C3H5NOS. Source: the Open Molecules 2025 dataset; level of theory: ωB97M-V/def2-TZVPD.

Each line ends with the Löwdin charge.
Element x y z (Å)
1 C -0.191 0.677 -0.834  -0.15
2 C 0.740 -0.577 -0.926  -0.04
3 C 0.191 -0.841 0.493  -0.58
4 H -0.448 1.075 2.656  0.01
5 H -0.912 0.671 -1.739  0.14
6 H 0.072 1.662 -0.853  0.07
7 H 0.483 -1.345 -1.663  0.10
8 H 1.881 -0.755 -0.793  0.15
9 N -0.653 0.148 0.448  -0.47
10 O 0.516 -1.459 1.514  0.02
11 S -1.679 0.744 1.697  0.75

Computed properties:
Molecular weight   103.15 g/mol
Charge   0
Lowest unoccupied orbital energy   0.376 eV

No. 4
A cluster of 2 separate species, C3H5NOS in total. Source: the Open Molecules 2025 dataset; level of theory: ωB97M-V/def2-TZVPD.

Each line ends with the Löwdin charge.
Element x y z (Å)
1 C -2.390 0.917 -0.175  -0.02
2 C -2.146 2.029 0.233  0.00
3 C 0.930 -0.168 -0.032  -0.15
4 N 0.846 -1.309 -0.812  -0.05
5 O 1.479 -2.353 -0.505  -0.56
6 S 2.732 -2.335 0.649  0.57
7 H -2.494 -0.146 -0.491  0.05
8 H -1.954 3.021 0.502  0.01
9 H 0.187 0.476 -0.262  0.02
10 H 0.928 -0.415 0.955  0.04
11 H 1.882 0.283 -0.063  0.09

Computed properties:
Molecular weight   103.15 g/mol
Charge   0
Lowest unoccupied orbital energy (alpha / beta)   -1.414 / -1.419 eV

No. 5
A structure of composition C3H5NOS. Source: the Open Molecules 2025 dataset; level of theory: ωB97M-V/def2-TZVPD.

Each line ends with the Löwdin charge.
Element x y z (Å)
1 C -0.158 0.016 0.272  -0.48
2 C 0.921 -0.958 -0.161  -0.41
3 C 0.620 1.264 -0.094  -0.69
4 H -2.078 0.661 0.329  0.08
5 H -1.963 -0.770 -0.374  0.07
6 H -0.062 0.034 1.380  0.15
7 H 0.904 -1.957 0.334  0.10
8 H 0.803 -1.163 -1.236  0.08
9 N -1.487 0.096 -0.257  0.07
10 O 0.329 2.408 -0.132  0.09
11 S 2.169 0.368 -0.061  0.94

Computed properties:
Molecular weight   103.15 g/mol
Charge   0
Lowest unoccupied orbital energy   0.503 eV

No. 6
The molecule C3H5NOS. Source: the Open Molecules 2025 dataset; level of theory: ωB97M-V/def2-TZVPD.

Each line ends with the Löwdin charge.
Element x y z (Å)
1 C 0.678 -0.351 -0.594  -0.56
2 C -0.557 -0.022 0.283  -0.49
3 C -0.909 1.393 0.022  -0.20
4 H 2.513 -0.362 0.868  -0.09
5 H 0.367 -0.025 -1.606  0.09
6 H 0.815 -1.480 -0.627  0.11
7 H -0.473 -0.079 1.413  0.16
8 H -1.739 -1.448 0.687  0.19
9 N -1.077 2.548 -0.224  0.16
10 O -1.679 -0.805 -0.197  -0.09
11 S 2.061 0.632 -0.024  0.72

Computed properties:
Molecular weight   103.15 g/mol
SMILES   N#C[C@@H](O)CS
Charge   0
Lowest unoccupied orbital energy   0.114 eV

No. 7
The molecule C3H5NOS. Source: the Open Molecules 2025 dataset; level of theory: ωB97M-V/def2-TZVPD.

Each line ends with the Löwdin charge.
Element x y z (Å)
1 C 1.138 0.574 0.342  -0.14
2 C 1.115 -0.659 -0.452  -0.33
3 C -1.970 0.139 0.064  -0.67
4 H 1.132 1.482 -0.443  0.13
5 H 2.079 0.571 1.220  0.15
6 H 0.143 0.784 0.987  0.08
7 H 2.112 -1.099 -1.004  0.16
8 H -2.881 0.028 0.670  0.07
9 N 0.121 -1.471 -0.703  -0.33
10 O -1.690 1.021 -0.788  -0.08
11 S -1.299 -1.370 0.107  0.97

Computed properties:
Molecular weight   103.15 g/mol
SMILES   C/C=N\SC=O
Charge   0
Lowest unoccupied orbital energy   0.390 eV

No. 8
The molecule C3H5NOS2. Source: the Open Molecules 2025 dataset; level of theory: ωB97M-V/def2-TZVPD.

Each line ends with the Löwdin charge.
Element x y z (Å)
1 C -1.248 0.147 -0.667  -0.52
2 C 0.969 1.399 0.327  -0.76
3 C 0.018 -1.806 0.118  -0.34
4 H -1.647 0.519 0.294  0.10
5 H -2.010 0.147 -1.461  0.09
6 H 1.634 2.265 0.315  0.03
7 H 0.288 1.679 1.134  0.03
8 H -0.078 -2.876 0.068  0.13
9 N 1.031 -1.407 0.719  -0.33
10 O -0.970 -1.216 -0.539  -0.10
11 S 0.057 1.191 -1.259  0.86
12 S 1.956 -0.042 0.953  0.82

Computed properties:
Molecular weight   135.21 g/mol
SMILES   C1=NSCSCO1
Charge   0
Lowest unoccupied orbital energy   0.747 eV

| no. | energy (hartree) |
| --- | --- |
| 1 | -472.8710 |
| 2 | -472.8667 |
| 3 | -645.4085 |
| 4 | -645.2400 |
| 5 | -645.4652 |
| 6 | -645.4332 |
| 7 | -645.3917 |
| 8 | -1043.6299 |